Entry 1:
A 2-piece molecular cluster, C10H20BNO4 overall, computed with the ωB97M-V functional and the def2-TZVPD basis.

Output
- LUMO: 0.7 eV
- Electronic energy: -21050.385 eV
- Frontier orbital gap: 8.9 eV
- Multiplicity: 1

Geometry as XYZ:
```
36
Properties=species:S:1:pos:R:3:forces:R:3:nbo_charge:R:1
B 3.645 0.449 -1.940 -0.17 0.04 -0.10 1.088
C 1.397 -0.924 -1.893 -0.41 0.01 0.39 -0.395
O -4.902 -0.003 0.994 0.05 -0.02 0.01 -0.490
H -5.961 -0.063 2.773 -0.03 0.01 -0.10 0.206
C 4.706 -1.493 -0.761 0.04 -0.19 -0.49 -0.137
H 2.047 0.547 -0.453 -0.06 0.01 0.00 0.259
H -4.275 -0.632 2.854 0.02 0.03 0.03 0.184
C -4.456 1.528 2.649 -0.01 -0.06 0.17 0.065
C -3.970 0.867 0.537 -0.01 0.04 -0.05 0.970
H -2.783 1.208 3.950 -0.05 -0.09 0.02 0.226
H -3.502 2.809 4.089 -0.02 0.00 0.01 0.229
H 5.318 -0.981 -0.017 -1.17 0.60 0.53 0.194
O 4.206 1.697 -2.199 0.53 -0.52 0.37 -0.925
C -3.728 1.753 3.949 0.18 0.10 -0.07 -0.628
H 5.601 -0.406 -2.382 -0.05 0.02 -0.11 0.228
C -4.948 0.111 2.420 -0.03 0.00 0.03 -0.095
N -0.525 0.164 -0.673 0.28 -0.25 0.21 -0.847
O -3.553 0.889 -0.577 -0.08 -0.01 0.07 -0.580
C 2.128 0.371 -1.532 0.14 -0.08 -0.26 -0.815
H -1.426 -0.044 -0.270 -0.07 0.06 -0.16 0.366
H -5.277 2.242 2.535 -0.02 -0.02 -0.03 0.184
H 1.525 -1.142 -2.955 0.15 -0.12 0.03 0.194
C 4.124 -2.674 -0.483 0.25 0.15 0.40 -0.446
H -4.339 1.417 4.787 -0.01 0.00 -0.01 0.221
H -0.625 1.043 -1.162 -0.07 0.03 0.07 0.356
H 4.197 -3.526 -1.152 -1.22 0.45 -0.67 0.199
H 4.210 2.266 -1.427 -0.41 0.44 -0.14 0.501
O -3.574 1.700 1.525 -0.07 0.04 -0.04 -0.492
H 3.605 -2.823 0.460 1.14 -0.52 0.52 0.198
C 4.621 -0.803 -2.091 1.23 -0.43 -0.42 -0.823
H 1.632 1.225 -2.007 -0.01 0.06 0.08 0.223
H 4.297 -1.499 -2.874 -0.19 -0.02 0.08 0.238
H -0.664 -0.789 -2.559 0.02 -0.05 -0.01 0.160
H -0.446 -1.848 -1.188 0.06 -0.02 0.03 0.184
H 1.823 -1.747 -1.320 0.18 -0.02 -0.15 0.210
C -0.128 -0.892 -1.607 -0.10 0.32 -0.26 -0.211
```
Positions in Å, forces in eV/Å.

=====

Entry 2:
One molecule with the formula C12H16F3N3O, computed with the ωB97M-V functional and the def2-TZVPD basis.

Output
- LUMO: 0.1 eV
- Electronic energy: -27363.379 eV
- Frontier orbital gap: 8.9 eV
- Multiplicity: 1

Geometry as XYZ:
```
35
Properties=species:S:1:pos:R:3:forces:R:3:nbo_charge:R:1
H -5.099 -1.223 0.982 2.53 1.80 -1.92 0.184
H 0.110 2.698 0.924 1.07 -0.79 -2.64 0.186
N -1.216 -0.341 -0.666 -9.43 -8.05 1.34 -0.530
C 1.213 -1.220 -0.211 0.56 -10.23 0.94 0.221
C 2.538 -2.122 0.110 3.12 0.33 -2.74 0.995
H 3.240 0.467 -0.654 2.80 -2.37 0.81 0.248
O -3.666 0.283 0.323 -1.34 8.36 -2.68 -0.685
H 3.496 1.484 1.661 -2.32 0.38 0.26 0.212
C 2.300 0.722 -0.891 -2.89 7.30 1.11 -0.415
H -3.534 -1.532 -1.227 -0.33 -1.83 0.87 0.186
H 2.336 2.808 2.141 -0.54 -0.63 0.30 0.222
H 2.693 2.801 -0.267 3.23 3.64 -1.75 0.182
H -2.822 0.141 0.000 3.95 1.60 -1.77 0.484
C 0.594 2.496 -0.224 0.52 7.52 6.21 -0.413
F 3.503 -1.889 -1.168 -2.54 -1.09 2.99 -0.440
C -0.343 1.758 -0.989 2.29 -0.98 -3.65 -0.431
N -2.070 -2.414 0.048 -1.02 0.62 -0.88 -0.577
H -1.301 2.102 -0.906 -2.51 0.99 0.21 0.227
C -3.943 -0.892 0.500 -7.11 -5.99 14.57 -0.011
N 0.259 -2.249 -0.073 -2.65 5.50 -1.10 -0.480
H -4.079 -2.948 -0.061 -0.15 0.90 0.08 0.247
C 1.072 0.015 -0.681 4.24 -4.31 2.19 -0.180
C 2.367 1.835 1.633 0.99 -1.40 -2.79 -0.628
H 2.323 1.279 -1.797 0.00 -0.21 -1.43 0.221
C -0.224 0.273 -0.551 6.47 13.03 -5.10 0.314
H -1.862 -3.409 0.110 -0.06 0.52 0.10 0.418
C -3.539 -1.991 -0.130 4.43 -4.61 -7.74 -0.277
C -1.039 -1.625 -0.329 2.14 -4.35 2.16 0.575
H 0.067 2.119 -2.115 -1.49 -2.20 2.11 0.205
C 2.071 2.122 0.058 -3.46 -5.86 1.87 -0.152
H -3.415 -1.089 1.679 -1.22 -0.47 -1.65 0.068
H 0.544 3.683 -0.541 0.32 -2.81 0.43 0.218
F 2.540 -3.548 0.323 -0.58 4.48 -0.88 -0.308
H 1.623 0.983 1.915 1.49 1.80 0.21 0.216
F 3.265 -1.580 1.073 -0.51 -0.57 -0.07 -0.302
```
Positions in Å, forces in eV/Å.

=====

Entry 3:
A 2-piece molecular cluster, C6H12FN overall, computed with the ωB97M-V functional and the def2-TZVPD basis.

Output
- LUMO: 1.0 eV
- Electronic energy: -10621.486 eV
- Frontier orbital gap: 8.8 eV
- Multiplicity: 1
- Energy relative to the best compared isomer or geometry (same formula, charge and spin): 61.7 kcal/mol

Geometry as XYZ:
```
20
Properties=species:S:1:pos:R:3:forces:R:3:nbo_charge:R:1
H 0.060 2.065 1.617 0.40 -0.30 0.34 0.189
C 0.767 -0.618 0.068 -2.25 -2.27 -3.66 0.640
C -0.053 1.469 0.713 -2.49 0.88 -1.68 -0.179
H -1.058 -2.312 -0.084 1.02 -0.54 -0.80 0.188
H -1.631 0.160 2.157 -0.01 0.35 0.84 0.202
H -1.090 1.782 0.313 1.21 -0.08 0.46 0.157
C -0.385 -2.044 -0.930 1.33 2.34 2.74 -0.712
H 1.202 0.255 -1.839 0.06 -0.54 -1.44 0.222
H -0.600 -1.252 2.347 0.85 -1.37 1.72 0.205
C 1.000 1.748 -0.368 1.10 -2.53 2.48 -0.408
H -1.024 -1.677 -1.701 -0.08 0.65 -0.74 0.184
C -1.069 -0.621 1.682 -0.53 2.10 -1.44 -0.391
H 0.616 2.237 -1.150 -1.61 1.93 -2.90 0.207
H 2.553 0.068 -0.677 0.83 0.68 -0.35 0.230
C 1.544 0.386 -0.857 -1.74 -1.11 2.74 -0.458
H -1.852 -1.160 1.167 0.09 -0.25 -0.67 0.191
H 0.347 -2.746 -1.275 0.06 -0.59 0.08 0.200
N -0.077 0.054 0.856 -1.11 0.47 1.42 -0.499
H 1.744 2.348 0.041 1.53 1.07 0.69 0.210
F 1.521 -1.460 0.811 1.33 -0.88 0.19 -0.378
```
Positions in Å, forces in eV/Å.

=====

Entry 4:
An isolated ion of composition C3H4NO2 and charge +1, computed with the ωB97M-V functional and the def2-TZVPD basis.

Output
- LUMO: -5.8 eV
- Electronic energy: -8751.849 eV
- Total charge: +1
- Frontier orbital gap: 10.7 eV
- Multiplicity: 1
- Energy relative to the best compared isomer or geometry (same formula, charge and spin): 26.3 kcal/mol

Geometry as XYZ:
```
10
Properties=species:S:1:pos:R:3:forces:R:3:nbo_charge:R:1
C -0.077 0.028 -0.080 -0.24 0.81 -0.96 -0.335
N 0.618 -1.201 -0.159 0.55 0.27 0.67 -0.587
C 0.719 0.773 0.935 -2.33 1.67 -2.25 0.510
O 1.465 0.020 1.494 2.77 -0.40 2.24 -0.360
H 0.526 1.848 1.178 0.41 -0.97 0.24 0.258
C 1.595 -1.363 0.684 4.22 -1.27 1.55 0.881
H 0.506 -2.048 -0.612 -1.43 -1.54 -2.07 0.466
H -0.479 0.456 -1.009 0.95 0.16 0.03 0.301
H -0.960 -0.046 0.489 -1.87 -0.51 1.04 0.273
O 2.528 -2.062 0.935 -3.03 1.78 -0.49 -0.407
```
Positions in Å, forces in eV/Å.

=====

Entry 5:
C25H21Co2N2O6 as an isolated structure, computed with the ωB97M-V functional and the def2-TZVPD basis.

Output
- LUMO: 2.4 eV
- Electronic energy: -116783.146 eV
- Total charge: -1
- Frontier orbital gap: 6.8 eV
- Multiplicity: 1
- Energy relative to the best compared isomer or geometry (same formula, charge and spin): 0.0 kcal/mol

Geometry as XYZ:
```
56
Properties=species:S:1:pos:R:3:forces:R:3:nbo_charge:R:1
H -3.702 2.997 -4.297 0.10 -0.08 0.22 0.202
C -1.502 1.733 -2.074 -0.10 0.79 -0.27 0.141
C 1.189 2.076 0.118 0.08 0.23 -0.06 0.023
H 2.476 5.213 -0.151 0.00 -0.07 0.02 0.203
C -3.387 -3.769 0.715 -0.93 0.28 0.88 0.572
C -3.899 3.113 -2.149 0.09 -0.16 -1.14 -0.243
H 5.350 3.797 1.813 -0.06 0.11 -0.07 0.213
H 1.186 -0.064 -2.413 0.04 0.10 -0.20 0.207
H -2.517 2.619 1.646 0.20 -0.12 0.11 0.207
H 2.138 0.409 1.099 0.10 0.37 -0.05 0.228
C 3.335 2.228 1.205 0.05 0.00 0.01 -0.220
Co 0.630 -5.486 1.687 -0.54 0.58 -0.79 -0.021
O 1.482 -5.993 -1.058 -0.30 0.10 1.18 -0.556
H -1.489 1.759 -4.218 -0.30 0.23 0.12 0.205
C -0.250 -1.666 0.494 -0.70 -2.34 0.39 -0.627
C 2.137 -4.823 2.288 -0.33 1.08 0.60 0.546
C 1.122 -5.786 0.023 0.55 0.01 -2.19 0.435
C -1.906 -6.140 1.058 -1.16 -0.71 0.27 0.498
O -4.487 -3.418 0.686 1.40 -0.38 -0.19 -0.529
H 0.490 3.913 -0.807 0.04 -0.26 0.11 0.222
C 2.222 1.468 0.839 -0.33 0.38 -0.26 -0.213
C -0.049 1.312 -0.308 0.25 -2.33 0.92 0.089
O -1.326 -4.590 -2.189 -0.05 0.39 1.83 -0.529
C -1.434 -4.466 -1.043 0.08 -0.48 -2.57 0.541
C -3.246 2.735 -3.343 -0.93 0.44 0.61 -0.248
H -1.356 1.360 2.171 -0.11 0.17 0.05 0.207
C -2.156 2.110 -0.879 -0.04 0.82 -0.26 0.231
C 2.403 4.165 0.128 -0.28 -0.25 -0.07 -0.222
H -3.816 3.107 0.042 -0.03 0.07 -0.37 0.206
C 0.664 -7.047 2.507 -0.63 -0.76 1.23 0.447
H 1.631 1.650 -2.629 -0.10 -0.08 -0.02 0.190
H 0.383 0.923 -3.672 0.16 -0.10 0.18 0.208
H -0.611 -3.592 3.007 -0.14 -0.01 -0.37 0.199
H -0.568 -1.409 -0.520 0.16 0.52 0.42 0.199
H -0.018 0.222 0.077 0.49 2.29 -0.51 0.230
O -2.328 -7.215 1.161 0.85 1.28 -0.11 -0.548
O 3.116 -4.338 2.663 -0.54 -0.64 -0.40 -0.555
H 4.350 5.261 1.854 0.02 -0.18 -0.08 0.215
C 0.799 0.932 -2.661 -0.15 -0.10 0.28 -0.399
H -4.840 3.657 -2.212 0.19 -0.13 0.01 0.202
N -0.248 1.284 -1.736 0.07 -0.06 -0.61 -0.422
N -1.282 1.890 0.158 -0.46 0.39 0.31 -0.439
C -3.354 2.813 -0.900 0.45 -0.54 0.20 -0.312
O 0.722 -8.066 3.049 0.17 0.52 -0.53 -0.552
C -1.496 2.245 1.537 0.10 -0.26 -0.22 -0.398
C 3.437 3.575 0.855 -0.08 -0.15 0.00 -0.016
H 5.154 4.792 0.359 -0.10 -0.12 0.13 0.215
C -0.497 -3.819 1.940 2.05 1.18 2.97 -0.529
C 1.283 3.427 -0.240 0.44 0.04 0.23 -0.216
C -2.033 2.048 -3.318 0.34 -0.47 0.49 -0.281
H 4.145 1.772 1.773 -0.17 0.04 -0.12 0.208
Co -1.687 -4.346 0.710 -2.00 -3.89 -2.30 -0.087
C 4.636 4.396 1.242 0.24 0.11 0.09 -0.629
C -0.688 -2.871 0.945 2.21 2.56 0.50 -0.074
H 0.484 -1.121 1.105 -0.23 -0.34 -0.58 0.185
H -0.795 3.026 1.865 -0.10 -0.07 -0.02 0.190
```
Positions in Å, forces in eV/Å.

=====

no.,maximum force (eV/Å)
1,1.46
2,17.29
3,4.86
4,4.67
5,4.94